This record from the Open Molecules 2025 dataset describes a structure of composition C58H154F6MnN14O20S2 at a distorted geometry. The level of theory is the ωB97M-V functional and the def2-TZVPD basis.

As for the spin multiplicity: 6. The calculation puts the gap between HOMO and LUMO (spin up / spin down) at 8.297 / 8.458 eV. Its largest force on an atom is 3.21 eV/A. The energy above the lowest of the compared OMol25 structures with the same formula, charge and spin comes out at 0.00 kJ/mol. As for the total energy: -7119.96841 Ha. Its expectation value of S² is 8.753.

Positions of all 255 atoms, in Å:
Mn: -2.16016 3.20569 1.09315
C: -3.93768 6.78261 3.62205
F: -3.34702 7.77734 2.89891
F: -3.03092 6.28708 4.55090
F: -4.98138 7.35615 4.24553
S: -4.46732 5.38941 2.45016
O: -5.05256 4.38322 3.32805
O: -5.37091 5.97459 1.48943
O: -3.27900 4.79218 1.75212
C: -0.20569 -0.38313 -1.12967
F: 0.45227 0.56826 -1.82416
F: -1.40372 -0.55551 -1.68479
F: 0.43483 -1.53678 -1.16727
S: -0.44906 0.29999 0.68350
O: 0.88301 0.28775 1.31471
O: -1.02500 1.65100 0.56475
O: -1.47809 -0.56742 1.28356
C: 7.20503 0.92729 2.01764
C: 6.87878 0.27220 3.34312
C: 5.41854 -0.19100 3.47869
O: 4.51738 0.84853 3.26992
C: 3.12062 0.61579 3.45677
N: 7.73363 -0.88731 3.55102
H: 8.28527 1.04210 1.92821
H: 6.74840 1.91665 2.04494
H: 6.77716 0.38598 1.17383
H: 7.04644 0.97386 4.16023
H: 5.20914 -0.72383 4.40624
H: 5.29312 -0.97916 2.73627
H: 2.96533 0.53316 4.53249
H: 2.91633 -0.25143 2.82885
H: 2.56050 1.48965 3.12398
H: 8.67215 -0.60904 3.30231
H: 7.51353 -1.71751 3.01958
C: -3.76854 2.78338 -3.06291
C: -2.67239 2.78779 -2.02595
C: -1.38497 3.30649 -2.71711
O: -0.35268 3.48300 -1.73560
C: 0.95240 3.51544 -2.35288
N: -3.11563 3.55074 -0.84142
H: -3.87580 3.75621 -3.54271
H: -4.73285 2.48927 -2.64854
H: -3.57684 2.07821 -3.87166
H: -2.34909 1.77464 -1.78701
H: -1.65912 4.26345 -3.16117
H: -1.03367 2.55220 -3.42119
H: 1.09803 2.65310 -3.00347
H: 1.68786 3.54542 -1.54896
H: 0.91462 4.45788 -2.89922
H: -4.08780 3.32340 -0.68877
H: -3.09656 4.49061 -1.21071
C: 1.65102 5.24081 0.95946
C: 0.48688 4.26133 1.25430
C: 0.22204 4.02522 2.77686
O: -0.87672 3.07640 2.94960
C: -0.85649 2.57701 4.24820
N: -0.73100 4.74391 0.62528
H: 2.56217 4.79617 1.35970
H: 1.45478 6.26318 1.28251
H: 1.78009 5.35339 -0.11700
H: 0.74750 3.29137 0.83081
H: -0.07871 4.96660 3.23670
H: 1.12800 3.75208 3.31792
H: -1.75367 1.97366 4.38658
H: -0.93779 3.37103 4.99051
H: -0.04046 1.86544 4.37416
H: -0.44829 4.74942 -0.34434
H: -0.79204 5.74073 0.77605
C: -5.49235 -0.56827 -4.70316
C: -4.54956 -1.66846 -5.21779
C: -4.72126 -3.04112 -4.61422
O: -3.71754 -3.91989 -5.03726
C: -3.89258 -5.24454 -4.61275
N: -4.72136 -1.76782 -6.63888
H: -5.16493 0.45354 -4.89500
H: -5.71085 -0.62353 -3.63672
H: -6.44394 -0.51002 -5.23154
H: -3.55572 -1.26821 -5.01734
H: -5.59963 -3.45070 -5.11303
H: -4.67298 -2.95596 -3.52862
H: -3.79665 -5.36739 -3.53395
H: -3.14795 -5.82205 -5.16057
H: -4.87409 -5.58751 -4.94003
H: -4.27545 -2.65403 -6.82835
H: -5.65986 -2.00693 -6.92546
C: -0.20895 -2.44385 4.35152
C: -1.19164 -3.41429 3.58213
C: -2.71655 -3.29916 3.97964
O: -2.81611 -3.74936 5.31963
C: -4.07266 -3.41493 5.91428
N: -0.96567 -3.22556 2.15077
H: 0.78661 -2.53478 3.91713
H: -0.07359 -2.61041 5.42018
H: -0.44275 -1.38042 4.30108
H: -0.91423 -4.45687 3.73762
H: -3.32692 -3.85750 3.26986
H: -3.02334 -2.25879 3.87191
H: -4.93406 -3.77707 5.35309
H: -4.21178 -2.33392 5.92687
H: -4.13098 -3.53119 6.99650
H: -1.14344 -2.27489 1.85972
H: 0.01999 -3.41943 2.04602
C: -4.22557 -2.20601 -0.56294
C: -3.62709 -3.58295 -0.66748
C: -2.25383 -3.65642 -1.32923
O: -1.82294 -4.98564 -1.50535
C: -0.70887 -5.05142 -2.41499
N: -3.47406 -4.00293 0.70092
H: -5.19001 -2.16109 -0.05704
H: -4.21236 -1.71846 -1.53773
H: -3.60798 -1.54202 0.04188
H: -4.32789 -4.24522 -1.17579
H: -1.48447 -3.18214 -0.71995
H: -2.33605 -3.17166 -2.30204
H: -0.15611 -5.98941 -2.36271
H: 0.02610 -4.29895 -2.12911
H: -1.09846 -4.95545 -3.42845
H: -2.74029 -3.41575 1.07093
H: -3.09919 -4.94053 0.72278
C: -4.49952 -0.11652 2.72897
C: -4.29383 0.96867 1.70880
C: -5.64853 1.49501 1.20659
O: -5.32868 2.52994 0.28387
C: -6.48238 3.07934 -0.32256
N: -3.48379 2.03621 2.28457
H: -5.10249 0.25911 3.55566
H: -3.55033 -0.36262 3.20496
H: -4.97253 -0.97927 2.25990
H: -3.73502 0.58550 0.85499
H: -6.26629 1.97329 1.96668
H: -6.24903 0.66103 0.84330
H: -7.03305 3.62311 0.44502
H: -7.15945 2.39408 -0.83256
H: -6.14426 3.84834 -1.01711
H: -2.99050 1.47427 2.96353
H: -4.10088 2.66519 2.77822
C: 5.74215 7.74008 1.34708
C: 4.64661 7.09751 2.22228
C: 5.03425 5.68437 2.81486
O: 3.85333 5.19000 3.46298
C: 4.03902 3.87401 4.03693
N: 4.47916 8.07485 3.29266
H: 5.47273 8.74062 1.00879
H: 5.91158 7.17201 0.43237
H: 6.62349 7.73115 1.98838
H: 3.69106 7.05764 1.69937
H: 5.79283 5.88512 3.57140
H: 5.44774 5.01351 2.06182
H: 4.15171 3.17068 3.21186
H: 3.10821 3.56307 4.51128
H: 4.84812 3.68618 4.74274
H: 5.25199 8.00313 3.93895
H: 3.71380 7.75159 3.86697
C: 2.85417 -3.06099 -5.94995
C: 1.69339 -3.99067 -5.60761
C: 0.25518 -3.48065 -5.89496
O: 0.00283 -2.07907 -5.71569
C: -0.05640 -1.65371 -4.37169
N: 2.03031 -5.28739 -6.25478
H: 3.01284 -2.82386 -7.00195
H: 3.81454 -3.42720 -5.58707
H: 2.74148 -2.12696 -5.39952
H: 1.70333 -4.22400 -4.54292
H: -0.47432 -4.05189 -5.32085
H: 0.13340 -3.60262 -6.97125
H: 0.95113 -1.55149 -3.96852
H: -0.57377 -2.37449 -3.73852
H: -0.43713 -0.63637 -4.28143
H: 3.01858 -5.46859 -6.15194
H: 1.86139 -5.17394 -7.24408
C: 3.58300 -3.91344 -2.38130
C: 4.01379 -5.33053 -1.97423
C: 3.33796 -6.44616 -2.80105
O: 3.39985 -7.78185 -2.20296
C: 3.24206 -8.79943 -3.18853
N: 5.45711 -5.35477 -2.02648
H: 3.85975 -3.54171 -3.36787
H: 3.79448 -3.17751 -1.60556
H: 2.49394 -3.90561 -2.33664
H: 3.69639 -5.47163 -0.94105
H: 3.76650 -6.43140 -3.80317
H: 2.27282 -6.23795 -2.90220
H: 2.36093 -8.55521 -3.78187
H: 3.22447 -9.74042 -2.63868
H: 4.06806 -8.77091 -3.89917
H: 5.91856 -5.13946 -2.89872
H: 5.86337 -6.18704 -1.62351
C: 5.06149 2.42968 -0.93737
C: 3.74482 1.69019 -0.76395
C: 3.95847 0.08903 -0.70044
O: 4.47430 -0.27927 -2.00552
C: 3.63774 -0.49997 -3.08614
N: 3.08581 2.06890 0.47830
H: 5.56210 2.15047 -1.86448
H: 5.63979 2.37615 -0.01498
H: 4.89852 3.50172 -1.04812
H: 3.04458 1.77182 -1.59528
H: 3.04849 -0.45959 -0.45742
H: 4.64009 -0.25510 0.07742
H: 4.18401 -1.04385 -3.85679
H: 3.25353 0.45413 -3.44693
H: 2.86287 -1.14464 -2.67132
H: 3.75589 1.92995 1.22112
H: 2.36038 1.40370 0.70492
C: 0.47831 5.89954 -7.14756
C: 1.36748 5.91124 -5.90641
C: 2.45702 4.77610 -5.83688
O: 1.88043 3.48551 -5.91912
C: 2.84888 2.39028 -5.81264
N: 1.90966 7.25854 -5.80699
H: -0.28350 5.12015 -7.16484
H: 1.05104 5.83911 -8.07300
H: -0.19127 6.75769 -7.20530
H: 0.75998 5.80315 -5.00788
H: 2.97829 4.94207 -4.89410
H: 3.29946 5.03216 -6.47939
H: 3.55010 2.34013 -6.64563
H: 2.39017 1.40156 -5.82326
H: 3.44358 2.39676 -4.89919
H: 1.12254 7.86695 -5.63273
H: 2.29839 7.63093 -6.66158
C: -2.38293 0.10541 6.91531
C: -3.82122 0.55642 6.75980
C: -4.55922 0.61926 8.06732
O: -4.68053 -0.72219 8.50846
C: -5.55454 -0.81298 9.61414
N: -3.85360 1.86651 6.08999
H: -2.10192 -0.83332 7.39272
H: -1.87126 0.90263 7.45451
H: -1.93591 0.21992 5.92781
H: -4.35651 -0.16231 6.13931
H: -5.51963 1.11057 7.91131
H: -3.99827 1.15771 8.83120
H: -5.16815 -0.22913 10.44956
H: -5.61345 -1.84897 9.94785
H: -6.53414 -0.37059 9.43308
H: -4.78930 2.09498 5.78608
H: -3.57497 2.58986 6.73748
C: 0.01006 -7.91033 0.51393
C: 0.25543 -6.67819 1.45357
C: 1.39132 -5.77669 0.95641
O: 1.49829 -4.56611 1.72383
C: 2.42241 -3.53662 1.22408
N: -0.95373 -5.92928 1.38038
H: -0.90722 -8.45752 0.73135
H: 0.86161 -8.58289 0.61702
H: 0.02873 -7.62146 -0.53693
H: 0.49118 -6.91494 2.49110
H: 1.22602 -5.38080 -0.04562
H: 2.33012 -6.31309 1.09429
H: 2.21659 -3.10817 0.24318
H: 3.41480 -3.98478 1.17497
H: 2.47896 -2.67081 1.88384
H: -1.09126 -5.65894 0.41700
H: -0.78719 -5.08451 1.90833

Force components x, y, z for each atom (eV/Å):
-0.63 0.50 -0.02
0.92 0.32 -0.16
-0.12 -1.06 0.74
-1.39 0.93 -1.29
0.83 -0.97 -0.25
-0.44 -2.26 -1.31
0.22 0.77 0.28
0.37 0.56 0.66
-1.06 2.56 1.64
-0.62 1.46 1.29
0.03 -0.72 0.09
0.02 0.09 -0.04
0.38 0.13 0.09
-0.61 -0.54 1.68
-1.67 -0.34 -1.22
1.46 -1.56 -1.44
1.37 0.58 -1.03
-0.81 0.78 0.39
-0.60 -0.74 0.13
0.00 -0.77 -0.36
0.28 1.72 -0.41
1.42 -0.33 0.05
0.40 -0.03 0.84
-0.05 -0.01 -0.19
0.07 0.22 -0.36
0.21 -0.16 -0.06
0.27 0.12 0.05
0.32 0.28 0.56
-0.26 -0.24 -0.64
-0.46 -0.67 0.02
-0.88 -0.14 0.45
0.18 -0.09 -0.26
0.17 -0.27 0.10
-0.33 0.16 -0.26
-0.31 -0.52 -0.65
0.85 -0.80 -0.76
-0.36 0.29 1.89
0.05 -0.78 -0.72
-1.22 0.72 0.48
1.11 -0.10 -1.58
-0.07 0.22 0.14
0.01 0.06 0.15
0.18 -0.10 -0.05
-0.69 -0.13 0.61
0.45 0.24 -0.57
-0.29 0.20 -0.43
0.09 0.07 -0.10
-0.01 -0.04 -0.09
0.86 -0.07 -0.48
-0.07 -0.11 0.25
-0.10 0.73 0.62
-0.27 -0.89 0.15
1.04 0.41 1.38
-0.32 0.62 -1.01
1.84 1.31 -0.59
-1.14 -1.10 0.48
0.79 0.54 -0.49
0.10 0.51 0.08
0.04 -0.09 0.64
-0.03 -0.35 -0.20
-0.05 0.02 -0.14
-0.26 0.25 0.04
0.02 -0.63 -0.20
-0.13 0.13 0.05
0.47 0.04 0.13
0.48 0.36 0.29
-0.60 -0.53 -0.65
-0.52 0.29 0.84
-0.67 0.20 0.29
-0.58 1.36 0.20
-0.01 0.18 0.24
1.46 0.57 -0.30
-0.16 -0.01 -0.61
0.83 -0.57 -1.28
0.82 -0.16 0.01
0.07 -0.16 0.10
-0.28 -0.77 0.00
0.39 -0.41 -0.06
-1.03 0.06 1.02
-0.73 -0.34 0.30
0.11 0.00 0.14
0.06 -0.13 0.30
-0.26 -0.25 0.13
0.76 -0.07 -0.80
-0.66 0.49 0.44
-0.31 -0.56 0.37
-0.28 1.03 0.49
1.85 0.12 -0.25
-0.89 0.04 0.50
0.26 1.41 -0.32
-0.51 0.44 0.34
0.04 -0.19 -0.15
-0.29 -0.47 0.10
-0.53 0.05 -0.50
0.10 -0.02 0.66
-0.06 -0.39 0.12
-0.04 0.29 0.28
0.03 -0.63 0.18
0.17 0.54 -0.60
0.37 -1.24 -0.14
0.12 0.19 0.23
0.10 0.12 -0.49
0.67 1.19 -0.69
0.25 -0.37 0.94
-0.42 0.51 -0.81
0.43 -1.10 -0.45
-0.62 -0.01 0.60
-0.67 -0.69 0.50
-0.17 -0.45 -0.44
-0.58 0.14 -0.21
0.44 -0.17 0.20
0.04 -0.15 -0.22
-0.14 0.60 0.14
0.31 0.24 -0.40
-0.52 -0.33 0.34
0.04 0.46 -0.34
0.27 0.36 -0.14
0.19 -0.18 0.46
0.07 -0.26 0.27
-0.16 -0.07 0.18
-1.20 0.06 -0.62
1.09 0.49 0.43
-1.02 -1.22 -0.75
-0.04 1.19 0.47
-0.36 -0.91 0.21
-0.39 0.00 -0.03
0.10 -0.42 -0.33
0.14 -0.23 0.33
-0.15 -0.22 -0.14
0.17 -0.08 0.65
0.05 0.01 -0.77
-0.32 -0.01 0.08
0.30 -0.44 0.02
0.00 -0.10 -0.17
0.63 0.74 0.51
-0.10 0.41 0.53
-0.47 -1.23 -0.18
0.86 0.25 0.14
-1.07 1.49 -0.22
0.96 -0.75 0.61
-0.82 -0.06 -1.25
-0.86 -0.23 0.64
-0.02 0.01 0.50
0.31 -0.25 0.07
0.36 0.35 -0.40
0.08 -0.31 -0.09
0.34 -0.17 0.09
-0.23 -0.32 -0.14
0.36 -0.07 -0.05
-0.08 0.42 0.21
0.28 0.73 0.01
0.53 0.17 -0.04
-0.46 0.11 0.15
-0.23 1.32 0.90
1.18 -0.50 0.36
0.76 0.54 -0.94
0.20 -0.34 0.06
1.00 -0.19 0.10
-1.58 0.06 -0.01
-0.48 -0.13 -0.13
-0.07 -0.52 0.03
-0.09 0.39 -0.21
0.34 0.27 0.26
-0.04 -0.18 -0.17
-0.52 -0.23 -0.05
0.38 -0.23 0.18
-0.42 0.12 0.03
-0.60 -0.20 -0.39
0.05 0.05 0.11
0.04 -0.19 -0.32
-1.56 -0.37 0.58
0.43 0.01 -0.68
-0.57 -0.46 0.48
0.79 1.41 -0.37
0.20 1.04 0.31
0.76 -0.32 0.92
0.36 -0.27 0.10
0.81 -0.07 -0.12
-0.41 0.00 -0.39
0.13 -0.05 0.14
0.19 -0.25 -0.19
-0.26 0.25 -0.14
-0.45 -0.59 0.07
-0.29 0.01 -0.36
0.34 -0.21 0.02
-0.45 -0.01 -0.15
-0.05 -0.07 -0.11
-0.77 0.65 -0.33
-0.01 -2.80 1.18
0.21 1.47 -2.14
2.08 -0.25 1.64
-0.65 -0.16 1.12
0.07 0.70 -0.01
0.36 -0.44 0.43
0.39 -0.54 -0.26
-0.42 0.19 -0.02
0.13 0.55 -0.11
-0.64 0.21 -0.32
0.60 0.36 -0.20
0.05 0.18 0.00
-0.39 -0.09 -0.42
-0.78 -0.07 -0.74
0.36 0.18 0.29
-0.39 -0.04 -0.17
-0.99 -0.98 -0.17
-0.26 -0.40 -0.82
-0.15 1.51 0.79
1.13 -0.93 -0.16
-0.24 0.45 -0.19
0.82 0.33 0.89
0.40 -0.70 0.01
0.10 0.03 0.02
0.48 0.55 0.19
-0.18 -0.23 -0.01
-0.28 -0.29 0.75
-0.21 -0.57 -1.20
0.02 0.56 -0.23
-0.84 0.37 -0.02
-0.05 0.58 0.27
0.00 0.13 0.28
0.22 -0.44 -0.33
0.74 1.22 -0.44
-0.18 0.11 -0.01
0.35 -0.95 0.16
-0.87 0.00 0.19
0.45 0.18 0.47
0.31 -0.46 -0.26
-0.64 -0.07 -0.21
0.13 0.09 0.47
0.14 -0.64 -0.16
-0.09 0.05 -0.17
-0.35 -0.10 0.14
0.14 0.48 0.06
0.31 0.07 0.27
-0.15 0.05 -0.27
-0.28 -0.30 -0.42
-0.13 0.04 -0.05
0.13 0.20 0.08
1.75 0.17 0.81
-0.38 -0.04 -1.64
1.03 0.42 0.16
0.43 1.37 0.42
0.00 -1.46 0.30
-0.74 0.10 1.05
0.05 0.34 0.20
-0.02 -0.35 -0.03
-0.26 0.30 0.00
-0.15 -0.46 0.04
-0.01 -0.84 -0.63
0.40 -0.08 -0.59
-0.61 -0.45 -0.32
0.21 0.03 -0.03
-0.42 -0.37 0.48
-0.22 0.21 -0.22
-0.71 0.10 -0.42

Atomic partial charges in e from the Löwdin method, atoms 1 to 99: number 1, Mn, carries 0.7912; number 2, C, carries -0.5607; number 3, F, carries 0.0978; number 4, F, carries 0.0792; number 5, F, carries 0.1328; number 6, S, carries 0.5590; number 7, O, carries -0.3260; number 8, O, carries -0.2900; number 9, O, carries -0.4029; number 10, C, carries -0.6120; number 11, F, carries 0.1182; number 12, F, carries 0.1303; number 13, F, carries 0.1420; number 14, S, carries 0.6144; number 15, O, carries -0.3142; number 16, O, carries -0.3663; number 17, O, carries -0.3168; number 18, C, carries -0.0573; number 19, C, carries -0.4306; number 20, C, carries -0.2164; number 21, O, carries -0.2361; number 22, C, carries -0.0763; number 23, N, carries 0.0286; number 24, H, carries 0.0788; number 25, H, carries 0.0624; number 26, H, carries 0.0749; number 27, H, carries 0.1367; number 28, H, carries 0.1285; number 29, H, carries 0.1146; number 30, H, carries 0.1007; number 31, H, carries 0.0778; number 32, H, carries 0.0601; number 33, H, carries 0.0641; number 34, H, carries 0.0724; number 35, C, carries -0.0460; number 36, C, carries -0.3797; number 37, C, carries -0.1531; number 38, O, carries -0.2485; number 39, C, carries -0.0502; number 40, N, carries 0.0577; number 41, H, carries 0.0893; number 42, H, carries 0.0749; number 43, H, carries 0.0770; number 44, H, carries 0.1192; number 45, H, carries 0.1292; number 46, H, carries 0.1309; number 47, H, carries 0.0781; number 48, H, carries 0.0731; number 49, H, carries 0.0893; number 50, H, carries 0.0400; number 51, H, carries 0.1132; number 52, C, carries -0.0349; number 53, C, carries -0.3793; number 54, C, carries -0.1019; number 55, O, carries -0.2566; number 56, C, carries -0.0914; number 57, N, carries 0.0174; number 58, H, carries 0.0608; number 59, H, carries 0.0833; number 60, H, carries 0.0720; number 61, H, carries 0.1034; number 62, H, carries 0.1349; number 63, H, carries 0.1091; number 64, H, carries 0.0506; number 65, H, carries 0.1082; number 66, H, carries 0.0985; number 67, H, carries 0.0674; number 68, H, carries 0.1118; number 69, C, carries -0.0537; number 70, C, carries -0.4361; number 71, C, carries -0.2078; number 72, O, carries -0.2088; number 73, C, carries -0.0980; number 74, N, carries 0.0372; number 75, H, carries 0.0600; number 76, H, carries 0.0681; number 77, H, carries 0.0724; number 78, H, carries 0.1346; number 79, H, carries 0.1328; number 80, H, carries 0.1133; number 81, H, carries 0.0813; number 82, H, carries 0.0943; number 83, H, carries 0.0877; number 84, H, carries 0.0620; number 85, H, carries 0.0719; number 86, C, carries -0.0269; number 87, C, carries -0.3310; number 88, C, carries -0.1710; number 89, O, carries -0.1713; number 90, C, carries -0.0940; number 91, N, carries 0.0041; number 92, H, carries 0.0562; number 93, H, carries 0.0670; number 94, H, carries 0.0571; number 95, H, carries 0.1277; number 96, H, carries 0.1080; number 97, H, carries 0.0915; number 98, H, carries 0.0907; number 99, H, carries 0.0504